(1)
{
  "formula": "C27H36F32O7Si2",
  "method": "ωB97M-V/def2-TZVPD",
  "de_lowest_kj_mol": 0.00,
  "total_charge": 0,
  "homo_energy_ev": -10.4813,
  "homo_lumo_gap_ev": 10.92,
  "species": ["Si", "Si", "F", "F", "F", "F", "F", "F", "F", "F", "F", "F", "F", "F", "F", "F", "F", "F", "F", "F", "F", "F", "F", "F", "F", "F", "F", "F", "F", "F", "F", "F", "F", "F", "O", "O", "O", "O", "O", "O", "O", "C", "C", "C", "C", "C", "C", "C", "C", "C", "C", "C", "C", "C", "C", "C", "C", "C", "C", "C", "C", "C", "C", "C", "C", "C", "C", "C", "H", "H", "H", "H", "H", "H", "H", "H", "H", "H", "H", "H", "H", "H", "H", "H", "H", "H", "H", "H", "H", "H", "H", "H", "H", "H", "H", "H", "H", "H", "H", "H", "H", "H", "H", "H"],
  "positions_angstrom": [[2.459, -0.230, 0.216], [3.134, -2.475, 1.881], [0.354, 3.599, -2.875], [-1.531, 2.535, -3.027], [4.385, -2.346, 14.421], [-4.380, 5.768, -6.951], [-2.486, -4.694, -7.337], [3.422, 0.406, 11.581], [5.657, -0.828, 12.592], [-2.526, 0.119, -3.853], [-4.204, 8.212, -3.051], [2.385, 0.909, 9.723], [-4.861, 7.622, -5.035], [-5.645, 5.907, -3.106], [-3.146, -7.250, -7.894], [0.072, 1.576, -1.074], [-4.597, -1.971, -10.512], [-2.892, 5.040, -8.375], [4.121, -0.495, 8.277], [3.028, -1.692, 9.758], [-0.369, -0.254, -5.605], [-1.795, 5.383, -5.960], [-1.961, -1.585, -10.691], [-2.931, -1.117, -5.608], [-1.620, 0.589, -7.196], [-0.038, 0.127, -2.707], [6.516, -2.810, 12.803], [-2.584, -3.641, -11.149], [-4.111, 4.962, -4.347], [3.099, -2.076, 12.671], [-0.770, -6.019, -7.442], [-3.468, -6.008, -9.667], [-1.082, 6.782, -7.500], [-4.327, -3.476, -8.949], [2.998, 1.311, 0.005], [2.359, -2.246, 3.303], [-1.092, -4.620, -9.103], [0.085, 2.224, -4.565], [5.331, -2.388, 11.002], [3.520, -1.014, 1.213], [-2.707, 7.384, -4.430], [-1.311, -3.226, -9.193], [-0.916, 2.056, -5.550], [-1.364, 0.620, -5.850], [-4.339, 5.934, -3.440], [0.420, 1.346, -2.359], [4.228, -2.656, 13.116], [-0.334, 0.664, 6.561], [-3.770, -2.397, -9.532], [3.574, 0.546, 10.251], [-2.660, 0.141, -5.191], [0.380, -0.694, 6.590], [-2.529, -6.526, -8.854], [2.007, -3.051, 5.895], [-2.416, -2.756, -10.148], [4.006, -0.778, 9.611], [-2.132, 6.470, -6.683], [5.360, -1.367, 10.025], [-1.724, -5.403, -8.182], [-0.039, -1.504, 5.360], [-4.013, 7.310, -4.043], [-3.274, 6.108, -7.639], [0.753, -2.807, 5.042], [5.442, -2.128, 12.337], [1.098, -2.882, 3.552], [-0.210, 2.426, -3.249], [0.081, -1.447, 7.906], [-2.321, 7.678, -5.758], [-3.725, 5.760, -2.555], [-1.416, -2.763, -8.211], [0.027, -0.845, 4.486], [1.744, -3.461, 6.870], [-1.325, 8.107, -5.660], [-0.444, 2.393, -6.472], [1.507, 1.370, -2.454], [0.332, -2.363, 2.966], [-0.311, 1.144, 7.542], [2.650, -3.786, 5.403], [-0.165, -2.494, 7.720], [0.086, -3.656, 5.229], [4.155, -3.739, 13.002], [1.449, -0.479, 6.517], [-3.494, 0.791, -5.466], [6.066, -0.576, 10.281], [-2.963, 8.429, -6.219], [-1.773, 2.706, -5.373], [5.728, -1.860, 9.127], [-3.656, -1.600, -8.792], [3.431, 1.654, 0.788], [-1.861, -7.170, -9.427], [-1.382, 0.541, 6.268], [0.967, -1.422, 8.544], [1.117, -0.249, 0.833], [4.384, -3.221, 2.089], [-3.499, 6.940, -8.310], [4.307, 1.331, 10.046], [0.130, 1.342, 5.840], [1.113, -3.927, 3.221], [-0.744, -0.979, 8.447], [2.239, -3.204, 0.951], [-0.392, -2.842, -9.636], [2.606, -2.151, 6.028], [-1.099, -1.756, 5.479], [2.411, -0.861, -1.114]]
}

=====

(2)
{
  "formula": "C27H36F9N2O9",
  "method": "ωB97M-V/def2-TZVPD",
  "total_charge": 1,
  "homo_energy_ev": -11.2548,
  "homo_lumo_gap_ev": 8.31,
  "species": ["F", "F", "F", "F", "F", "F", "F", "F", "F", "O", "O", "O", "O", "O", "O", "O", "O", "O", "N", "N", "C", "C", "C", "C", "C", "C", "C", "C", "C", "C", "C", "C", "C", "C", "C", "C", "C", "C", "C", "C", "C", "C", "C", "C", "C", "C", "C", "H", "H", "H", "H", "H", "H", "H", "H", "H", "H", "H", "H", "H", "H", "H", "H", "H", "H", "H", "H", "H", "H", "H", "H", "H", "H", "H", "H", "H", "H", "H", "H", "H", "H", "H", "H"],
  "positions_angstrom": [[-11.473, 3.788, -2.103], [3.594, 1.472, 2.744], [-10.873, 2.626, -0.359], [2.714, -5.044, -0.041], [0.629, -4.426, 0.122], [1.595, -5.459, 1.783], [-11.950, 1.663, -1.994], [2.285, 3.033, 3.522], [3.684, 3.483, 1.910], [3.035, -2.099, -1.544], [-9.172, 2.834, -3.357], [4.937, 2.461, -2.581], [4.687, 4.540, 4.245], [-0.066, -7.244, 0.505], [5.280, 2.386, 4.768], [-2.574, -1.375, -0.431], [-9.076, 1.135, -1.817], [1.566, -7.352, -1.104], [5.369, 3.877, -0.602], [1.180, -1.800, 0.593], [2.446, -0.958, 0.609], [3.552, 2.793, 3.079], [-2.301, 2.122, 0.314], [1.631, -2.414, -1.883], [3.156, -0.797, -0.868], [-7.836, 0.698, -2.396], [-3.022, 1.592, -2.467], [0.251, -9.659, 0.472], [1.493, -5.437, 0.423], [4.970, 2.536, -1.248], [0.531, -1.931, -0.767], [1.038, -6.774, -0.156], [4.572, 1.333, -0.196], [4.605, 3.179, 4.114], [-3.465, 4.116, -1.286], [-2.864, 3.661, 0.176], [7.052, 4.914, 4.698], [-6.692, 1.608, -1.986], [-0.604, -8.487, 0.025], [-0.208, -0.576, -1.320], [-3.595, 3.150, -2.614], [-2.395, 1.149, -1.003], [-10.977, 2.578, -1.719], [5.629, 5.022, 5.217], [-1.771, -0.396, -0.860], [-9.654, 2.233, -2.399], [4.684, -0.184, -0.825], [-0.723, -8.460, -1.065], [7.150, 5.436, 3.741], [2.520, -0.028, -1.522], [-0.298, -2.780, -0.666], [-2.780, 4.347, 1.131], [-5.741, 1.235, -2.373], [6.049, 4.387, -1.208], [0.515, -1.502, 1.365], [-0.154, -0.455, -2.495], [-1.608, -8.586, 0.455], [1.319, -2.055, -2.965], [1.485, -2.782, 0.869], [-7.926, 0.621, -3.487], [2.145, 0.103, 1.067], [5.020, -0.075, -1.965], [-1.829, 1.679, 1.305], [5.502, 4.496, 6.171], [7.759, 5.342, 5.412], [5.389, 6.076, 5.398], [-4.049, 3.513, -3.642], [0.400, 0.349, -0.872], [4.515, 4.440, -0.393], [5.412, -0.899, -0.226], [-6.631, 1.678, -0.895], [-3.846, 5.240, -1.405], [1.569, -3.605, -1.920], [1.260, -9.602, 0.050], [-0.196, -10.606, 0.162], [5.274, 1.378, 0.743], [7.334, 3.871, 4.519], [3.480, 1.602, 0.203], [-3.061, 0.861, -3.384], [-6.838, 2.627, -2.359], [3.267, -1.448, 1.317], [-7.648, -0.313, -2.018], [0.365, -9.656, 1.561]]
}

=====

(3)
{
  "formula": "C27H36N2NaO2S2Sb",
  "method": "ωB97M-V/def2-TZVPD",
  "de_lowest_kj_mol": 101.10,
  "total_charge": -2,
  "homo_energy_ev": -0.6410,
  "homo_lumo_gap_ev": 3.43,
  "species": ["Sb", "S", "S", "Na", "O", "O", "N", "N", "C", "C", "C", "C", "C", "C", "C", "C", "C", "C", "C", "C", "C", "C", "C", "C", "C", "C", "C", "C", "C", "C", "C", "C", "C", "C", "C", "H", "H", "H", "H", "H", "H", "H", "H", "H", "H", "H", "H", "H", "H", "H", "H", "H", "H", "H", "H", "H", "H", "H", "H", "H", "H", "H", "H", "H", "H", "H", "H", "H", "H", "H", "H"],
  "positions_angstrom": [[0.692, -0.182, -1.925], [-7.946, -1.271, 0.612], [4.406, 1.688, 1.853], [0.658, -0.845, 1.669], [0.196, 1.192, 2.438], [1.618, 1.013, 0.651], [-6.547, -0.125, 2.564], [-2.618, -1.300, -0.298], [-6.558, -0.778, 1.396], [-0.368, -1.172, -3.665], [1.840, 2.789, 2.231], [2.166, -3.449, 2.290], [1.719, 2.773, -2.458], [2.933, -2.272, -1.766], [1.478, 4.937, 3.249], [2.862, -0.842, -2.313], [0.753, -2.909, 3.978], [-1.745, -0.554, -3.875], [0.885, -3.943, 1.958], [3.871, 0.156, -1.775], [0.992, 3.731, 2.811], [2.870, 5.086, 3.240], [-0.725, 2.516, -1.692], [0.012, -3.644, 3.034], [1.170, 1.622, 1.701], [-4.962, -1.812, -0.224], [2.078, -2.834, 3.548], [-4.011, -0.561, 1.534], [-3.706, -1.850, -0.827], [3.264, 2.893, 2.249], [-2.787, -0.691, 0.889], [-5.155, -1.058, 0.922], [0.444, 1.960, -2.535], [-0.291, -2.656, -3.433], [3.729, 4.120, 2.754], [3.260, 6.057, 3.528], [2.531, 2.374, -3.066], [0.314, -0.910, -4.497], [-3.609, -2.382, -1.773], [-2.344, -1.227, -4.495], [-0.697, 2.208, -0.626], [-1.722, 2.206, -2.079], [2.915, -0.827, -3.429], [-5.805, -2.302, -0.690], [-1.671, 0.384, -4.461], [2.878, -2.320, 4.059], [3.086, -3.625, 1.749], [0.117, 1.812, -3.571], [-3.979, -0.062, 2.515], [-0.735, 3.604, -1.741], [0.339, -2.449, 4.857], [3.594, 0.658, -0.845], [0.834, 5.714, 3.637], [-2.351, -0.419, -2.974], [-0.085, 3.526, 2.844], [0.720, -3.051, -3.656], [-0.615, -2.969, -2.419], [2.806, -2.320, -0.680], [3.920, -2.706, -2.011], [0.636, -4.519, 1.072], [1.518, 3.764, -2.898], [4.140, 0.907, -2.533], [-5.755, 0.466, 2.758], [4.790, 4.308, 2.684], [2.229, -2.993, -2.229], [-7.449, 0.209, 2.886], [-1.873, -0.292, 1.362], [-0.965, -3.143, -4.154], [-1.015, -3.930, 3.107], [4.761, -0.416, -1.585], [2.065, 2.937, -1.429]]
}